# C21H42AsF6O21Rb2

A molecular structure, C21H42AsF6O21Rb2 at a distorted geometry (ωB97M-V/def2-TZVPD, the OMol25 dataset).

Calculated values
Calculated total energy in hartree: -5288.0010

Geometry as ORCA input:
```
! RIJCOSX wB97M-V def2-TZVPD def2/J DEFGRID3
* xyz 2 2
H -3.42384 0.35071 4.07660
C -3.86024 5.85595 -2.26550
H -0.69169 -2.23954 -3.29105
F 0.90983 -0.21913 -0.47559
H 2.11045 -6.42612 0.71759
H 7.96760 2.33692 -1.09748
C 6.49584 0.85205 2.04825
H 8.27444 2.72334 0.55325
H -5.16035 -0.02896 -6.63342
H -1.57942 4.97270 -1.99064
H 1.68838 -0.27603 1.80546
H -2.35922 -4.91117 -1.88716
O -3.35231 -1.84405 5.34192
H -5.63952 0.47330 -4.88097
Rb -2.55444 4.50963 1.44242
C -3.56209 -0.99935 -4.05085
F -1.38735 0.71574 -0.80856
O -3.51138 5.80679 -1.04716
H -2.09817 -2.58802 -2.41380
H 8.38280 3.84730 -0.80441
F -0.41313 0.93080 1.45893
O -4.23729 -0.86410 -2.97039
C -5.33938 -0.29639 -5.59201
H 7.10687 0.90338 1.14707
F -0.54571 3.06647 0.00108
F 1.71661 1.89306 0.45615
H 3.64425 -6.62018 -0.26349
C -1.97753 4.56734 -2.92085
C -1.11770 -2.43849 2.41669
C 7.75817 3.08725 -0.33509
H 3.27637 4.01840 -2.52789
O 1.31780 -4.12006 -2.73111
O 4.95508 0.97638 4.27995
H -2.11229 -6.42414 -1.07720
H 2.49556 -2.96833 -1.47216
O 2.29844 -5.34756 -1.09759
C -1.61061 -1.76858 -2.94193
H -2.45357 1.78949 4.53313
O -3.10437 5.42184 -3.25865
H -1.46854 -3.39065 8.36648
H -1.15642 4.57515 -3.63765
C 4.51681 0.50497 3.21131
O -1.25026 -3.65883 1.69617
C 5.66970 3.75350 -1.26538
O 6.05289 3.97674 -2.38970
C 2.76313 -0.45049 1.85622
C 1.63807 -2.91831 -2.14320
C -2.47548 -5.40792 -0.92392
C -2.50064 0.70053 4.53859
Rb -3.93736 0.00308 0.27664
C -2.05779 -3.10383 7.49550
O -2.97573 -3.01751 0.33995
H -2.33252 3.53732 -2.88709
O 4.43920 4.01438 -0.79414
O 3.26048 0.12384 3.06316
C -5.92137 7.03735 -1.85708
H -1.77978 -1.68710 1.98639
H 1.88930 -2.25328 -2.96947
H -6.85283 7.30092 -2.35809
O -5.02682 6.38719 -2.73182
H 2.22774 -7.48793 -0.69101
F 0.62010 1.98501 -1.89840
C -2.56157 -1.20036 6.00936
H -1.40659 -2.56872 3.45962
O 5.18345 0.33307 2.07031
H -6.07368 -1.10171 -5.57267
H 0.79199 -2.51405 -1.58749
O -1.90624 -1.74219 7.05938
C 2.55737 -6.53798 -0.27027
H -1.79069 0.18596 3.89106
H -3.05623 -3.27584 7.89753
H 6.68623 1.74756 2.63979
H -6.18507 6.57098 -0.90783
H 2.52486 4.31707 -0.94373
O 0.90946 -6.28650 -2.75766
H 3.18117 0.08856 1.00607
H -3.54604 -5.48334 -0.73335
H -5.50960 7.96642 -1.46291
H 7.08663 0.02791 2.44808
C 3.37393 4.55535 -1.58436
H -0.09013 -2.07942 2.35961
O 6.35017 3.21956 -0.25195
H -1.96653 -3.90826 6.76567
C -2.08167 -3.81224 0.75567
O -1.79518 -4.92104 0.20416
O -4.08116 -0.83323 -5.36274
O -2.22023 0.08413 5.83183
O -2.32154 -1.32583 -4.12854
H -1.62349 -0.95472 -2.21698
H 3.49580 5.63793 -1.61991
As 0.16203 1.40905 -0.25200
C 1.46727 -5.30749 -2.20903
H 2.79645 -1.53337 1.73630
*
```

---

# C21H42AsN6PPdSi3

A molecular structure, C21H42AsN6PPdSi3 at a distorted geometry (ωB97M-V/def2-TZVPD, the OMol25 dataset).

Calculated values
Calculated total energy in hartree: -4725.9660

Geometry as ORCA input:
```
! RIJCOSX wB97M-V def2-TZVPD def2/J DEFGRID3
* xyz 4 5
H 5.39398 0.69108 -1.35807
N -0.09539 1.86821 -0.48144
C -1.65209 -4.48600 3.47951
H -5.14334 -0.45108 3.26355
C -3.14263 1.82939 2.10028
H -2.06015 -5.08458 2.66472
H -0.68660 4.61437 -2.19986
C -2.73630 -3.62901 -0.69438
H 5.12144 2.07034 1.99032
N 1.34171 0.62757 2.02332
H 2.58687 4.88741 -0.82368
C -4.34334 -0.44548 4.00423
H -4.28574 -4.19618 2.18115
As -1.74966 -1.39327 1.80431
H -3.34490 2.83658 2.48356
H 2.76638 4.07974 -2.39690
C 2.58378 1.23103 3.76750
C 2.06350 4.55428 -1.71637
C -1.78859 1.13571 4.85248
H 1.62929 5.41868 -2.21043
H 3.00379 1.38556 4.74804
H 1.55442 -4.53332 1.53058
H 0.01299 -4.45202 0.67723
P 2.75825 1.84387 -0.11861
H -1.37304 0.26794 5.36825
Si -2.96429 0.67353 3.52475
H -3.97519 1.55001 1.45384
C 1.93674 -1.69155 -1.65735
H -0.98071 1.77426 4.49654
C 4.78265 0.49414 -2.23513
C 1.11849 2.44542 -0.63473
C 2.61014 0.21588 -0.92322
H -2.02982 2.44399 -1.12944
H -2.43176 -3.83313 3.87490
C 0.67119 -3.90780 1.35535
H 1.28199 -3.75351 4.88907
H 4.14134 3.54335 2.17750
H 1.75656 -2.33287 3.95544
H -4.00925 -1.46842 4.18433
H -2.38802 -4.51358 -0.16029
H -5.11806 -1.22125 -1.22070
C -0.97455 2.66254 -1.09245
Si -3.87635 -2.61245 0.33240
C 4.35986 2.56173 2.59100
N 3.13993 1.74384 2.64144
N 0.98881 3.61774 -1.35319
H -4.76479 -0.07560 4.94694
H 1.00210 -2.98501 0.88194
C -0.30500 3.77001 -1.64500
H -1.88058 -3.05650 -1.05475
H -1.36913 -5.17211 4.28705
C -4.47352 -1.01406 -0.35765
H 3.70599 -1.95217 -3.04641
Si -0.14562 -3.55969 2.97162
H -3.65628 -0.38459 -0.71201
H 1.31982 -2.56725 -1.78138
H 4.74274 2.68838 3.59919
H 5.34594 -0.13268 -2.92042
H 4.54564 1.43101 -2.73355
H -5.70377 -3.93345 1.18107
H -3.28091 -3.98447 -1.57772
C 1.46774 0.53964 3.37370
H -2.22386 1.87019 1.51700
C 3.14805 -1.39095 -2.31116
H -5.26205 -2.72253 2.37209
Pd -0.13791 -0.17696 0.60046
H -5.07747 -0.46144 0.36264
H 0.76342 -0.00480 3.97678
N 1.62518 -0.70558 -0.81729
N 3.54892 -0.20642 -1.84542
C 0.89845 -2.89439 4.32341
H 0.33355 -2.28368 5.03015
C -4.84985 -3.42879 1.65258
H -2.35509 1.70375 5.60203
C 2.36852 1.36520 1.58795
*
```

---

# C21H42BaN6O4PS

A molecular structure, C21H42BaN6O4PS at a distorted geometry (ωB97M-V/def2-TZVPD, the OMol25 dataset).

Calculated values
Calculated total energy in hartree: -2219.9222

Geometry as ORCA input:
```
! RIJCOSX wB97M-V def2-TZVPD def2/J DEFGRID3
* xyz 1 1
H 0.42303 -5.98479 -0.19384
H -1.48880 3.47949 -2.67113
O -4.21607 0.82383 -1.69520
H -5.51436 -2.58785 -3.83711
C -1.48226 4.36793 -0.03319
H -6.10999 0.14123 -1.13804
H 0.77995 4.80234 1.34215
C 2.16439 -0.70305 0.78624
C 0.09510 -5.43395 -1.07719
C 5.64494 0.15076 2.02866
C 3.02523 0.89389 2.52734
H -0.01099 1.61464 2.74073
H 1.99905 1.16286 2.72759
O -4.62172 -1.64893 -2.25781
C -2.54877 3.73442 -0.92314
H -3.23336 -2.27882 1.31464
H -3.86353 -2.97309 -0.19321
H 1.08021 4.41602 -1.12901
H 2.01131 -5.39329 -2.07142
H -3.77222 -2.29037 -4.05760
O -3.43873 -0.93179 -0.20059
H 2.12654 2.47329 -1.84961
H 5.17578 -4.64561 -0.25692
Ba -0.63759 0.83623 -0.53103
C -3.14066 -2.27959 0.23152
C 4.60877 -0.46299 1.34000
H -2.75716 0.81735 2.09624
H 4.31829 -4.69605 -1.79318
H -1.03619 3.98136 2.77289
C 4.05766 1.49694 3.23030
H -1.47898 -0.15434 2.37026
H -1.95653 5.10127 0.63072
C -4.70876 -1.87727 -3.68523
H 1.17864 3.11298 1.62902
C 5.37222 1.13044 2.97249
H -5.93423 1.89404 -1.41774
C 4.35059 -4.20620 -0.81863
H 0.91230 -4.12967 -2.59782
C 1.56041 -2.49992 -0.65513
S 0.20742 -1.90299 -1.54499
H -5.27117 1.15185 0.06376
H 6.18208 1.60346 3.51255
C -1.07809 1.83315 2.72848
C -1.33868 3.18651 2.07666
H 6.66939 -0.13744 1.83238
H -0.33528 -6.15462 -1.77376
H -2.12621 -2.55247 -0.06315
N -1.94082 2.89471 -1.97630
C 3.04456 -4.36991 -0.06752
H -1.40732 1.89723 3.76959
H -4.94276 -0.94907 -4.20617
H 3.83780 2.24547 3.98068
N 2.43150 -1.81360 0.16186
C 1.24475 -4.69470 -1.73135
H 2.27350 1.85544 -0.35722
H -0.68915 -4.73811 -0.77986
N 1.66689 2.42230 -0.94735
C 1.53525 3.77330 -0.37447
N -1.74995 0.74778 1.99233
H -2.67055 2.37946 -2.46359
H -0.80231 4.93476 -0.66980
H 2.50955 4.21798 -0.14993
H -2.41911 3.30037 1.94833
H 2.78809 -5.42286 0.05972
H 3.09854 -3.92686 0.92192
O 1.07741 -0.02385 0.80420
P -3.47957 -0.61029 -1.80670
H 4.56364 -3.14904 -0.97297
N -0.70292 3.39442 0.75725
C 0.71354 3.79256 0.91115
H 4.80743 -1.23753 0.61201
H -3.15063 4.54292 -1.34851
N 1.91754 -3.77394 -0.80566
C -5.46746 1.00790 -0.99738
H -3.22067 3.10849 -0.32938
C 3.29025 -0.08653 1.57620
*
```

---

> The highest calculated total energy belongs to which entry?

C21H42BaN6O4PS

---

> The highest calculated total energy belongs to which entry?

C21H42BaN6O4PS

---

What did the third record say?
# C21H42BaN6O4PS

A molecular structure, C21H42BaN6O4PS at a distorted geometry (ωB97M-V/def2-TZVPD, the OMol25 dataset).

Calculated values
Calculated total energy in hartree: -2219.9222

Geometry as ORCA input:
```
! RIJCOSX wB97M-V def2-TZVPD def2/J DEFGRID3
* xyz 1 1
H 0.42303 -5.98479 -0.19384
H -1.48880 3.47949 -2.67113
O -4.21607 0.82383 -1.69520
H -5.51436 -2.58785 -3.83711
C -1.48226 4.36793 -0.03319
H -6.10999 0.14123 -1.13804
H 0.77995 4.80234 1.34215
C 2.16439 -0.70305 0.78624
C 0.09510 -5.43395 -1.07719
C 5.64494 0.15076 2.02866
C 3.02523 0.89389 2.52734
H -0.01099 1.61464 2.74073
H 1.99905 1.16286 2.72759
O -4.62172 -1.64893 -2.25781
C -2.54877 3.73442 -0.92314
H -3.23336 -2.27882 1.31464
H -3.86353 -2.97309 -0.19321
H 1.08021 4.41602 -1.12901
H 2.01131 -5.39329 -2.07142
H -3.77222 -2.29037 -4.05760
O -3.43873 -0.93179 -0.20059
H 2.12654 2.47329 -1.84961
H 5.17578 -4.64561 -0.25692
Ba -0.63759 0.83623 -0.53103
C -3.14066 -2.27959 0.23152
C 4.60877 -0.46299 1.34000
H -2.75716 0.81735 2.09624
H 4.31829 -4.69605 -1.79318
H -1.03619 3.98136 2.77289
C 4.05766 1.49694 3.23030
H -1.47898 -0.15434 2.37026
H -1.95653 5.10127 0.63072
C -4.70876 -1.87727 -3.68523
H 1.17864 3.11298 1.62902
C 5.37222 1.13044 2.97249
H -5.93423 1.89404 -1.41774
C 4.35059 -4.20620 -0.81863
H 0.91230 -4.12967 -2.59782
C 1.56041 -2.49992 -0.65513
S 0.20742 -1.90299 -1.54499
H -5.27117 1.15185 0.06376
H 6.18208 1.60346 3.51255
C -1.07809 1.83315 2.72848
C -1.33868 3.18651 2.07666
H 6.66939 -0.13744 1.83238
H -0.33528 -6.15462 -1.77376
H -2.12621 -2.55247 -0.06315
N -1.94082 2.89471 -1.97630
C 3.04456 -4.36991 -0.06752
H -1.40732 1.89723 3.76959
H -4.94276 -0.94907 -4.20617
H 3.83780 2.24547 3.98068
N 2.43150 -1.81360 0.16186
C 1.24475 -4.69470 -1.73135
H 2.27350 1.85544 -0.35722
H -0.68915 -4.73811 -0.77986
N 1.66689 2.42230 -0.94735
C 1.53525 3.77330 -0.37447
N -1.74995 0.74778 1.99233
H -2.67055 2.37946 -2.46359
H -0.80231 4.93476 -0.66980
H 2.50955 4.21798 -0.14993
H -2.41911 3.30037 1.94833
H 2.78809 -5.42286 0.05972
H 3.09854 -3.92686 0.92192
O 1.07741 -0.02385 0.80420
P -3.47957 -0.61029 -1.80670
H 4.56364 -3.14904 -0.97297
N -0.70292 3.39442 0.75725
C 0.71354 3.79256 0.91115
H 4.80743 -1.23753 0.61201
H -3.15063 4.54292 -1.34851
N 1.91754 -3.77394 -0.80566
C -5.46746 1.00790 -0.99738
H -3.22067 3.10849 -0.32938
C 3.29025 -0.08653 1.57620
*
```